Record 1
Density functional theory data (ωB97M-V/def2-TZVPD) for C5H9NO in the gas phase.

The calculation puts the gap between HOMO and LUMO (alpha / beta) at 7.44 / 7.33 eV. The highest occupied orbital energy (alpha / beta) is -6.5 / -6.4 eV. The energy above the lowest of the compared OMol25 structures with the same formula, charge and spin comes out at 406.4 kJ/mol. The total energy is -325.782748 a.u.

The geometry in ORCA input format:
```
! RIJCOSX wB97M-V def2-TZVPD def2/J DEFGRID3
* xyz 0 1
O 0.8147 1.0784 -2.5300
C 0.3224 0.1558 -1.5983
C 1.2820 -0.3531 -0.4784
C 0.1451 -0.0801 0.4653
C -1.3172 -0.7606 2.1976
N -0.1060 -0.4675 1.7082
C -0.7124 0.6275 -0.5416
H 1.2160 1.8053 -2.0362
H -0.0837 -0.6738 -2.1826
H 2.1893 0.2621 -0.3701
H 1.5929 -1.4009 -0.5907
H -2.0768 -1.0250 1.4794
H -1.5244 -0.6869 3.2525
H 0.6944 -0.5512 2.3370
H -1.7562 0.3481 -0.7221
H -0.6803 1.7219 -0.3901
*
```

Record 2
Density functional theory data (ωB97M-V/def2-TZVPD) for a molecular structure, C6H10O.

The calculation puts the gap between HOMO and LUMO at 9.80 eV. The highest occupied orbital energy is -8.6 eV. The energy above the lowest of the compared OMol25 structures with the same formula, charge and spin comes out at 402.2 kJ/mol. The total energy is -309.689187 a.u.

The geometry in ORCA input format:
```
! RIJCOSX wB97M-V def2-TZVPD def2/J DEFGRID3
* xyz 0 1
C 1.7893 1.0510 0.8857
C 1.7573 -0.2248 0.0892
C 0.7936 0.8841 -0.2311
C -0.6710 0.7846 0.1378
C -1.5776 -0.1627 -0.5627
C -1.4933 -0.9433 0.5246
O -0.7522 -0.0990 1.3175
H 1.4069 1.0026 1.9027
H 2.6153 1.7414 0.7410
H 2.5669 -0.4145 -0.6116
H 1.3769 -1.1126 0.5864
H 0.9886 1.4406 -1.1444
H -1.1408 1.7614 0.2580
H -2.3547 0.0116 -1.2862
H -1.5168 -1.6297 -1.7380
H -2.0453 -2.1440 -1.7414
H -1.7430 -1.9467 0.8725
*
```

Record 3
Density functional theory data (ωB97M-V/def2-TZVPD) for 2 unconnected molecules or ions with the total composition C4H8N2O at a distorted geometry.

The calculation puts the gap between HOMO and LUMO at 9.29 eV. As for the SMILES: Cc1cnc[nH]1.O. The highest occupied orbital energy is -8.5 eV. The energy above the lowest of the compared OMol25 structures with the same formula, charge and spin comes out at 132.2 kJ/mol. The total energy is -341.953276 a.u.

The geometry in ORCA input format:
```
! RIJCOSX wB97M-V def2-TZVPD def2/J DEFGRID3
* xyz 0 1
C -0.4438 0.9168 -1.0885
C 0.1718 1.0926 0.2517
C 0.8678 0.1284 0.9114
N 1.5354 0.6677 1.9687
C 1.2542 1.9299 1.9712
N 0.4830 2.2480 0.8985
H 0.2762 0.8252 -1.9030
H -0.9996 -0.0133 -1.1723
H -1.0948 1.7334 -1.3824
H 1.0321 -0.9072 0.6521
H 1.2532 2.7216 2.7105
H 0.1290 3.1425 0.6113
H -1.9711 -5.3872 -2.6448
H -2.3953 -5.3900 -4.0863
O -2.7079 -5.1322 -3.2108
*
```

Record 4
Density functional theory data (ωB97M-V/def2-TZVPD) for 2 unconnected molecules or ions with the total composition C4H13NO2 at a distorted geometry.

The calculation puts the gap between HOMO and LUMO (alpha / beta) at 2.48 / 9.74 eV. The highest occupied orbital energy (alpha / beta) is 0.9 / -6.4 eV. The energy above the lowest of the compared OMol25 structures with the same formula, charge and spin comes out at 49.9 kJ/mol. The total energy is -365.372059 a.u.

The geometry in ORCA input format:
```
! RIJCOSX wB97M-V def2-TZVPD def2/J DEFGRID3
* xyz -1 2
C 0.4853 1.7870 -1.1355
C 0.2576 0.7097 -0.0493
C 1.5567 0.1829 0.5168
C 1.4535 -1.0581 1.3939
O 1.2886 -2.2642 0.7156
N -0.4609 -0.3906 -0.7614
H 0.2730 2.8074 -0.7023
H 1.4069 1.7630 -1.7143
H -0.3604 1.7033 -1.8305
H -0.3887 1.0999 0.7417
H 2.1469 1.0377 0.8859
H 2.2551 0.0703 -0.3855
H 0.6006 -0.8909 2.1030
H 2.3650 -1.0326 2.0243
H 0.9299 -2.1539 -0.1700
H -0.6849 -1.0982 -0.0416
H -1.3866 -0.0422 -0.9813
H -3.9411 0.4951 -1.2640
H -4.2604 0.9731 0.1774
O -3.5189 0.8167 -0.4420
*
```

Record 5
Density functional theory data (ωB97M-V/def2-TZVPD) for C4H7NO in the gas phase at a distorted geometry.

The calculation puts the gap between HOMO and LUMO at 11.67 eV. As for the SMILES: C[C@H](O)CC#N. The highest occupied orbital energy is -10.9 eV. The energy above the lowest of the compared OMol25 structures with the same formula, charge and spin comes out at 85.7 kJ/mol. The total energy is -286.598998 a.u.

The geometry in ORCA input format:
```
! RIJCOSX wB97M-V def2-TZVPD def2/J DEFGRID3
* xyz 0 1
C -0.2835 0.2015 -1.4236
C -0.6851 0.2753 0.0444
C -0.0390 -0.8496 0.8854
C 1.3842 -0.5721 1.1009
N 2.4939 -0.2827 1.2559
O -0.4136 1.5360 0.6124
H -0.6790 1.0733 -1.9521
H -0.6828 -0.7025 -1.8963
H 0.8075 0.1925 -1.5399
H -1.7701 0.1547 0.1282
H -0.5250 -0.9106 1.8638
H -0.1445 -1.8205 0.3905
H 0.5370 1.7048 0.5303
*
```

Record 6
Density functional theory data (ωB97M-V/def2-TZVPD) for C2H3NO2 in the gas phase at a distorted geometry.

The calculation puts the gap between HOMO and LUMO at 9.28 eV. As for the SMILES: C=CON=O. The highest occupied orbital energy is -9.8 eV. The energy above the lowest of the compared OMol25 structures with the same formula, charge and spin comes out at 450.0 kJ/mol. The total energy is -283.086593 a.u.

The geometry in ORCA input format:
```
! RIJCOSX wB97M-V def2-TZVPD def2/J DEFGRID3
* xyz 0 1
C 1.0785 0.4603 -0.4370
C -0.0521 0.7926 0.1885
N -0.9251 -1.4455 0.2021
O -1.9062 -2.0541 0.6108
O -1.0566 -0.0717 0.4256
H 1.7909 1.1175 -0.7946
H 1.4908 -0.4715 -0.6153
H -0.4200 1.6724 0.4199
*
```

Record 7
Density functional theory data (ωB97M-V/def2-TZVPD) for 2 unconnected molecules or ions with the total composition C4H10O2.

The calculation puts the gap between HOMO and LUMO at 11.18 eV. As for the SMILES: CC(=O)CO.C. The highest occupied orbital energy is -10.3 eV. The energy above the lowest of the compared OMol25 structures with the same formula, charge and spin comes out at 87.8 kJ/mol. The total energy is -308.864705 a.u.

The geometry in ORCA input format:
```
! RIJCOSX wB97M-V def2-TZVPD def2/J DEFGRID3
* xyz 0 1
C -1.3878 -1.2249 -0.4745
C -0.1793 -0.8992 0.3502
C -0.1340 2.0015 0.0919
O -0.2484 -0.7746 1.5590
C 1.2061 -0.7706 -0.2797
O 2.0512 -0.1821 0.6645
H -1.1942 -2.1099 -1.0874
H -2.2202 -1.4094 0.2065
H -1.6470 -0.4005 -1.1481
H -0.5648 1.6658 -0.8582
H -0.8968 1.9438 0.8725
H 0.2185 3.0240 -0.0230
H 1.5365 -0.2871 1.4974
H 1.5437 -1.7875 -0.5343
H 1.1842 -0.1900 -1.2126
H 0.7323 1.4008 0.3757
*
```

Record 8
Density functional theory data (ωB97M-V/def2-TZVPD) for 2 unconnected molecules or ions with the total composition C6H15BN3O3 at a distorted geometry.

The calculation puts the gap between HOMO and LUMO at 6.06 eV. The highest occupied orbital energy is -3.4 eV. The total energy is -652.527545 a.u.

The geometry in ORCA input format:
```
! RIJCOSX wB97M-V def2-TZVPD def2/J DEFGRID3
* xyz -1 1
C 2.0470 0.8144 1.2305
C 1.3313 -0.5109 1.4043
C 1.8860 -1.7092 0.6395
N 0.3215 -0.5440 2.1628
C -0.9228 -1.2691 1.9095
C -1.2940 -1.4334 0.4312
O -2.6255 -1.8539 0.5199
B -3.2119 -0.9950 1.6142
O -1.9759 -0.4855 2.3588
H 2.9149 0.7738 0.5744
H 1.3035 1.5010 0.8403
H 2.3582 1.2002 2.2057
H 1.7432 -2.6013 1.2508
H 2.9508 -1.5970 0.4346
H 1.3565 -1.8810 -0.2983
H -0.9240 -2.2621 2.4005
H -0.7108 -2.1428 -0.1603
H -1.2573 -0.4194 -0.0067
H -3.9128 -1.6938 2.3564
H -3.8263 -0.0045 1.1854
C 0.6072 1.9285 -2.5147
O 1.2957 1.4045 -1.6619
N 0.9928 2.0034 -3.8320
N -0.6125 2.4723 -2.2293
H 0.4322 2.4215 -4.5485
H 1.8794 1.6020 -4.0691
H -0.9378 2.3908 -1.2817
H -1.2086 2.8904 -2.9165
*
```

Record 9
Density functional theory data (ωB97M-V/def2-TZVPD) for a molecular structure, Ca5Cs3O28S7 at a distorted geometry.

The calculation puts the gap between HOMO and LUMO at 8.39 eV. The highest occupied orbital energy is -7.3 eV. The total energy is -8343.817217 a.u.

The geometry in ORCA input format:
```
! RIJCOSX wB97M-V def2-TZVPD def2/J DEFGRID3
* xyz -1 1
Ca -0.0439 3.0424 2.0102
Ca -0.3990 -3.6385 0.3596
Ca -0.4555 1.2800 -2.8965
Ca -1.8286 -0.1985 1.5614
Ca 1.3060 -2.4332 3.3773
Cs 0.6471 4.7480 -4.5394
Cs 2.4319 0.4469 -0.1093
Cs 0.7267 -2.0261 -4.8573
S -1.7316 -3.2113 2.7724
O -1.9743 -4.3787 1.9083
O -0.7795 -2.1948 2.0156
O -2.9741 -2.5979 3.0041
O -0.9578 -3.5878 3.9809
S 0.2620 3.8549 -1.1043
O -0.0341 4.4565 0.2059
O -0.8976 4.0292 -2.0599
O 1.3617 4.5769 -1.7034
O 0.6981 2.4551 -0.8901
S -0.9558 -1.3776 -1.7429
O -1.5557 -1.0335 -3.0294
O 0.3745 -0.7500 -1.5567
O -1.6831 -0.8563 -0.5778
O -1.0466 -2.8530 -1.6559
S -2.9460 2.3119 1.9394
O -3.4902 0.9460 2.1847
O -2.0309 2.7586 2.9595
O -1.9306 1.9953 0.8255
O -3.8818 3.3544 1.5877
S 2.5761 -3.7643 1.0701
O 3.4562 -3.7894 0.0010
O 1.7319 -2.4820 1.0785
O 1.5616 -4.8628 0.7683
O 3.1837 -3.9638 2.3950
S 1.0538 0.4979 3.3783
O 0.0387 -0.4638 4.0041
O 0.4380 0.9114 1.9990
O 1.3065 1.6381 4.1933
O 2.2470 -0.2552 3.1214
S 1.2827 1.4603 -5.2200
O 1.5592 2.5002 -6.1846
O 1.4583 2.0545 -3.8103
O -0.1916 1.0997 -5.2209
O 2.0865 0.3004 -5.5425
*
```

Record 10
Density functional theory data (ωB97M-V/def2-TZVPD) for C19H28N2O5 in the gas phase.

The calculation puts the gap between HOMO and LUMO at 9.90 eV. As for the SMILES: CC(C)[C@H](NC(=O)OCc1ccccc1)C(=O)NCC(=O)OC(C)(C)C. The highest occupied orbital energy is -9.2 eV. The energy above the lowest of the compared OMol25 structures with the same formula, charge and spin comes out at 4.2 kJ/mol. The total energy is -1226.597318 a.u.

The geometry in ORCA input format:
```
! RIJCOSX wB97M-V def2-TZVPD def2/J DEFGRID3
* xyz 0 1
C 1.5522 5.1726 1.3856
H 1.2310 5.2054 0.3468
H 1.0926 6.0125 1.9011
H 2.6317 5.3026 1.4164
C 1.1573 3.8640 2.0704
C 1.5695 3.9099 3.5401
H 2.6520 3.9611 3.6263
H 1.2310 3.0236 4.0684
H 1.1408 4.7855 4.0220
C 1.8098 2.6572 1.3716
N 1.2448 2.4791 0.0454
C 1.4755 1.3664 -0.6965
O 1.9252 0.3287 -0.2850
O 1.1020 1.5973 -1.9783
C 1.1762 0.4924 -2.8684
C -0.1462 -0.2032 -3.0731
C -0.1827 -1.3547 -3.8523
C -1.3748 -2.0244 -4.0541
C -2.5427 -1.5529 -3.4767
C -2.5116 -0.4042 -2.7069
C -1.3195 0.2715 -2.5087
H -1.2986 1.1643 -1.9042
H -3.4181 -0.0297 -2.2546
H -3.4730 -2.0806 -3.6279
H -1.3924 -2.9190 -4.6594
H 0.7306 -1.7269 -4.2940
H 1.9110 -0.2238 -2.4793
H 1.5387 0.8973 -3.8198
H 0.9912 3.3084 -0.4697
H 2.8966 2.8159 1.3134
C 1.5995 1.3710 2.1832
O 2.4692 0.8770 2.8611
N 0.3212 0.9195 2.1508
C 0.0218 -0.4403 2.5210
H 0.9463 -0.9399 2.8198
C -0.6037 -1.1483 1.3212
O -1.0623 -0.5339 0.3905
O -0.5835 -2.4535 1.4868
C -1.0512 -3.3634 0.4506
C -2.5145 -3.0887 0.1109
H -2.6176 -2.1187 -0.3671
H -2.8762 -3.8541 -0.5700
H -3.1195 -3.1069 1.0153
C -0.1598 -3.2156 -0.7794
H -0.4611 -3.9270 -1.5429
H -0.2445 -2.2121 -1.1859
H 0.8785 -3.3959 -0.5110
C -0.8929 -4.7481 1.0771
H -1.5173 -4.8326 1.9626
H -1.1829 -5.5131 0.3633
H 0.1417 -4.9068 1.3681
H -0.6862 -0.4721 3.3576
H -0.2754 1.2654 1.4074
H 0.0703 3.7421 2.0104
*
```

Record 11
Density functional theory data (ωB97M-V/def2-TZVPD) for C19H24Cl2N6O4 in the gas phase.

The calculation puts the gap between HOMO and LUMO at 9.21 eV. As for the SMILES: CN(C)c1nc(OCCNC(=O)COc2ccc(Cl)cc2Cl)nc(N2CCOCC2)n1. The highest occupied orbital energy is -8.6 eV. The energy above the lowest of the compared OMol25 structures with the same formula, charge and spin comes out at 0.0 kJ/mol. The total energy is -2288.361219 a.u.

The geometry in ORCA input format:
```
! RIJCOSX wB97M-V def2-TZVPD def2/J DEFGRID3
* xyz 0 1
C 1.7162 -0.4471 3.3674
N 1.1148 -1.6501 2.8554
C 0.3226 -1.6261 1.7780
N -0.2143 -2.7786 1.3634
C -0.9999 -2.6925 0.2950
N -1.5308 -3.8265 -0.1959
C -2.5525 -3.8152 -1.2165
H -2.6078 -2.8161 -1.6456
C -3.8937 -4.2144 -0.5881
H -4.6630 -4.3284 -1.3532
O -3.7999 -5.4605 0.0648
C -2.8241 -5.4340 1.0827
H -2.8192 -6.4312 1.5253
C -1.4439 -5.0797 0.5163
H -0.7102 -4.9749 1.3133
H -1.1283 -5.8579 -0.1873
H -3.1010 -4.6942 1.8495
H -4.2023 -3.4376 0.1287
H -2.2815 -4.5430 -1.9893
N -1.2664 -1.5543 -0.3671
C -0.6802 -0.4800 0.1339
N 0.1130 -0.4385 1.1847
O -0.8819 0.7037 -0.4567
C -1.6818 0.7153 -1.6268
C -0.9427 0.1052 -2.8292
N 0.3874 0.6527 -2.9326
C 0.6665 1.7506 -3.6604
O -0.0651 2.2273 -4.5001
C 2.0546 2.3316 -3.3521
H 2.0666 3.3940 -3.6214
O 2.4527 2.1219 -2.0155
C 1.7079 2.6876 -1.0227
C 0.6226 3.5335 -1.2159
C -0.0765 4.0443 -0.1361
C 0.3124 3.7193 1.1501
C 1.3970 2.8859 1.3729
C 2.0778 2.3695 0.2895
Cl 3.4040 1.3057 0.5396
H 1.7063 2.6401 2.3752
Cl -0.5559 4.3488 2.4984
H -0.9228 4.6918 -0.3005
H 0.3016 3.7946 -2.2115
H 2.8015 1.8114 -3.9588
H 1.0268 0.4058 -2.1898
H -0.8709 -0.9770 -2.7062
H -1.4797 0.3481 -3.7476
H -2.6169 0.1740 -1.4548
H -1.8834 1.7734 -1.8062
C 1.4374 -2.8764 3.5345
H 0.9377 -3.6970 3.0282
H 2.5182 -3.0402 3.5208
H 1.1039 -2.8302 4.5747
H 1.3097 0.3926 2.8117
H 2.8019 -0.4781 3.2419
H 1.4854 -0.3408 4.4301
*
```

Record 12
Density functional theory data (ωB97M-V/def2-TZVPD) for a molecular structure, C19H25FeN2O4S4 at a distorted geometry.

The calculation puts the gap between HOMO and LUMO (alpha / beta) at 6.15 / 6.04 eV. The highest occupied orbital energy (alpha / beta) is -1.4 / -1.3 eV. The energy above the lowest of the compared OMol25 structures with the same formula, charge and spin comes out at 8.3 kJ/mol. The total energy is -4006.035226 a.u.

The geometry in ORCA input format:
```
! RIJCOSX wB97M-V def2-TZVPD def2/J DEFGRID3
* xyz -2 2
Fe 0.1573 -0.0633 0.0519
C -1.6260 -0.0612 2.3962
N -1.3613 -0.8631 1.1761
C -0.7788 -2.1500 1.6159
C -0.1920 -2.9051 0.4441
N 0.9714 -2.1450 -0.0233
C 2.1448 -2.3861 0.8414
C 1.4027 -2.4263 -1.3775
C 1.3186 -3.6880 -1.9303
C 1.8291 -3.9329 -3.2032
C 2.4435 -2.8949 -3.8889
C 2.5259 -1.6273 -3.3293
C 1.9937 -1.3511 -2.0656
S 2.0143 0.2405 -1.3603
C -2.5785 -1.1031 0.3995
C -3.7434 -1.5027 1.0383
C -4.8956 -1.7673 0.3142
C -4.8695 -1.6194 -1.0683
C -3.7096 -1.2259 -1.7059
C -2.5346 -0.9657 -0.9895
S -1.0622 -0.5164 -1.7830
H -2.1807 -0.6701 3.1230
H -2.1904 0.8310 2.1389
H -0.6621 0.2114 2.8162
H -1.5340 -2.7507 2.1396
H 0.0141 -1.8927 2.3181
H -0.9112 -2.9683 -0.3735
H 0.0824 -3.9261 0.7469
H 2.3662 -3.4622 0.8619
H 1.9647 -1.9884 1.8347
H 2.9866 -1.8368 0.4255
H 0.8430 -4.4878 -1.3733
H 1.7381 -4.9161 -3.6493
H 2.8419 -3.0645 -4.8839
H 2.9632 -0.8099 -3.8899
H -3.7576 -1.5888 2.1176
H -5.8066 -2.0582 0.8237
H -5.7683 -1.7953 -1.6499
H -3.6933 -1.0806 -2.7789
O -3.1270 2.4557 0.8497
S -2.2847 2.7620 -0.3229
O -2.7669 2.0929 -1.5214
O -2.0599 4.1962 -0.4987
S -0.3223 2.1365 0.1808
C 2.3238 0.6548 3.7044
C 1.7940 1.1581 2.3554
C 2.9151 1.8519 1.5779
O 1.2636 0.0843 1.6749
H 2.6841 1.4765 4.3330
H 3.1494 -0.0457 3.5412
H 1.5265 0.1301 4.2376
H 1.0190 1.9221 2.5591
H 3.7042 1.1327 1.3419
H 3.3395 2.6808 2.1578
H 2.5260 2.2534 0.6419
*
```